26
Properties=species:S:1:pos:R:3 method="wB97M-V/def2-TZVPD" multiplicity=1 max_force_ha_per_bohr=0.1489 total_charge=-1 energy_ev=-17186.6530 lumo_ev=3.150 relative_energy_ev=2.7180 homo_ev=-4.41
C 1.764 0.181 2.775
C 1.266 0.167 0.100
C -0.705 -0.883 0.094
C 1.028 -0.175 1.510
C -0.180 -0.876 1.472
C -1.998 -1.440 -0.191
C -2.709 -2.177 0.759
C -0.998 -1.556 2.422
C -2.170 -2.210 2.067
N 0.227 -0.182 -0.672
H 0.172 0.097 -1.753
H 2.261 0.632 -0.081
H -2.290 -1.649 -1.322
H 2.832 0.033 2.682
H 1.555 -0.729 3.516
H -3.519 -2.523 0.376
H -0.532 -1.634 3.474
H -2.661 -2.658 2.915
H 1.487 1.106 3.177
C 0.769 2.879 -2.936
C 0.767 1.555 -3.782
O 1.454 0.628 -3.429
O 0.034 1.688 -4.757
H -0.132 2.999 -2.332
H 0.678 3.580 -3.675
H 1.599 3.149 -2.408